Record 1
This record from OMol25 describes a 6-piece molecular cluster, C36H85N overall at a distorted geometry. The level of theory is ωB97M-V with the def2-TZVPD basis set.

SMILES: CCN(CC)CC.CCCCCC.CCCCCC.CCCCCC.CCCCCC.CCCCCC
M: 532.1 g mol⁻¹
largest force on an atom: 13.51 eV Å⁻¹
HOMO energy: -7.803 eV
relative energy (zero: lowest compared OMol25 entry of this formula, charge and spin): 128.7 kcal/mol
electronic energy: -1476.6767 hartree
lowest unoccupied orbital energy: 0.80 eV
frontier orbital gap: 8.60 eV

ORCA input file:
```
! wB97M-V def2-TZVPD RIJCOSX def2/J DEFGRID3
* xyz 0 1
C -1.5185 1.8010 4.2313
C -0.5025 2.1840 3.1443
N -0.6125 3.5840 2.5693
C 0.0515 4.6930 3.2643
C 1.5335 4.3740 3.4603
C -1.9455 3.8600 1.9743
C -1.7515 4.6560 0.7643
H -1.0825 2.5130 5.0383
H -1.2445 0.8770 4.5103
H -2.5545 1.7720 3.8983
H -0.7165 1.6170 2.1643
H 0.4325 1.9530 3.4253
H -0.4905 4.7920 4.2813
H -0.0425 5.7380 2.6823
H 2.2705 5.0910 3.6093
H 2.1745 3.9290 2.6333
H 1.7045 3.5720 4.2263
H -2.4565 4.1790 2.8013
H -2.3965 2.8920 1.7893
H -1.1235 4.0730 -0.0277
H -1.3835 5.6400 1.0673
H -2.6635 4.7870 0.0343
C -4.7705 2.5090 -1.4277
C -4.5415 1.1810 -0.6697
C -3.0915 0.7280 -0.6497
C -2.8855 -0.3900 0.3633
C -1.3675 -0.8180 0.2953
C -1.1315 -1.7490 1.4043
H -5.7115 2.4990 -1.6147
H -4.2095 2.5020 -2.3357
H -4.6335 3.1740 -0.7317
H -5.1625 0.3680 -1.1347
H -5.0035 1.4640 0.2723
H -2.4605 1.6010 -0.2017
H -2.8345 0.2440 -1.8017
H -3.5825 -1.2550 0.4603
H -3.0615 -0.0120 1.4373
H -0.4835 0.0190 0.4333
H -1.1415 -1.4090 -0.5917
H -1.8155 -2.5960 1.3233
H -1.2525 -1.4580 2.5103
H -0.0675 -2.3250 1.5293
C 2.8855 0.7490 -0.6707
C 1.6975 0.8610 -1.7357
C 1.8505 -0.3470 -2.5707
C 0.7865 -0.3470 -3.6687
C 0.8515 -1.4640 -4.6427
C 0.2235 -2.8230 -4.1527
H 2.8155 -0.1260 -0.1117
H 2.9855 1.6490 -0.0197
H 3.8555 0.6000 -0.9207
H 1.5275 1.5930 -2.3247
H 0.8385 0.7510 -1.1327
H 1.6285 -1.0670 -1.9697
H 2.8285 -0.1260 -3.0887
H 0.6375 0.5620 -4.3897
H -0.3175 -0.1620 -3.1387
H 1.9115 -1.5510 -4.8907
H 0.0365 -1.4130 -5.3797
H 0.5675 -3.1060 -3.1567
H 0.3415 -3.6850 -4.8707
H -0.7575 -2.6060 -3.9517
C 0.1905 -3.2810 4.9463
C 1.3765 -2.7110 4.1893
C 1.6545 -1.2700 4.4993
C 2.9055 -0.5550 3.9293
C 3.2685 0.7400 4.5413
C 4.4345 1.4470 3.9553
H -0.1045 -4.3510 4.5853
H -0.6845 -2.4740 4.8523
H 0.2935 -3.3520 6.0353
H 1.1085 -2.6990 3.2243
H 2.1175 -3.4130 4.1183
H 1.6075 -1.4520 5.6633
H 0.8575 -0.7530 4.3643
H 2.6235 -0.3210 2.8703
H 3.8125 -1.2510 4.1653
H 3.4995 0.7000 5.5703
H 2.3745 1.2710 4.1883
H 5.2045 0.8420 3.7003
H 4.7335 2.2790 4.4213
H 4.1245 1.7740 2.8813
C 0.6125 -4.8970 -0.6097
C 1.8765 -4.1820 -0.0587
C 2.6455 -4.8490 0.9833
C 4.0535 -4.2960 1.1243
C 4.8505 -4.8700 2.4253
C 5.2295 -6.2440 2.5053
H -0.1435 -4.9710 0.3063
H 0.7505 -5.9570 -1.2787
H -0.1695 -4.2400 -1.1247
H 1.5395 -3.1730 0.2783
H 2.4725 -3.8430 -0.7187
H 2.8035 -5.8400 0.6823
H 2.3045 -4.6160 1.7593
H 3.9975 -3.3560 1.4383
H 4.6925 -4.5070 0.2923
H 4.1715 -4.6600 3.4253
H 5.7685 -4.2320 2.7603
H 5.6005 -6.6930 3.5643
H 5.8515 -6.5870 1.6733
H 4.2575 -6.9320 2.4483
C -0.8365 3.2990 -3.8407
C -2.2595 3.2640 -4.4967
C -2.7175 1.8320 -4.9137
C -3.9735 1.7310 -5.5467
C -3.7685 2.0520 -6.9867
C -5.1375 1.7790 -7.7667
H -0.0895 2.8390 -4.6377
H -0.5945 2.4840 -3.2077
H -0.6225 4.3430 -3.2697
H -2.4845 3.9240 -5.2017
H -2.8905 3.6750 -3.8237
H -2.7055 1.2270 -4.0747
H -2.0265 1.4590 -5.3857
H -4.7945 2.5950 -5.3127
H -4.5805 0.8290 -5.4027
H -3.0025 1.3520 -7.4547
H -3.3135 2.8540 -7.3887
H -5.0975 2.0660 -8.8127
H -5.8145 2.6170 -7.1267
H -5.5165 0.7580 -7.5537
*
```

=====

Record 2
This record from OMol25 describes a 6-piece molecular cluster, C36H85N overall at a distorted geometry. The level of theory is ωB97M-V with the def2-TZVPD basis set.

SMILES: CCN(CC)CC.CCCCCC.CCCCCC.CCCCCC.CCCCCC.CCCCCC
M: 532.1 g mol⁻¹
largest force on an atom: 17.73 eV Å⁻¹
HOMO energy: -8.190 eV
relative energy (zero: lowest compared OMol25 entry of this formula, charge and spin): 98.4 kcal/mol
electronic energy: -1476.7250 hartree
lowest unoccupied orbital energy: 0.78 eV
frontier orbital gap: 8.97 eV

ORCA input file:
```
! wB97M-V def2-TZVPD RIJCOSX def2/J DEFGRID3
* xyz 0 1
C -1.6291 -0.8788 -2.9786
C -1.4471 0.7082 -2.8596
N -1.8721 1.1582 -1.5766
C -0.9971 2.1392 -0.8256
C -0.8441 3.4522 -1.6026
C -3.2391 1.4362 -1.4836
C -3.8711 1.1392 -0.1786
H -1.3101 -1.2068 -4.0116
H -2.6041 -1.2038 -2.8466
H -1.0351 -1.2628 -2.2906
H -2.0671 1.0532 -3.7106
H -0.5251 1.0002 -3.0786
H 0.0719 1.7432 -0.6876
H -1.1751 2.4222 0.3124
H -0.6021 3.2962 -2.6126
H -0.2291 4.2212 -1.0186
H -1.7921 4.0312 -1.7656
H -3.7021 0.5952 -2.0456
H -3.4621 2.4192 -1.7866
H -4.9181 1.1752 -0.1046
H -3.3291 1.8032 0.6454
H -3.5381 0.0742 0.0774
C 2.2879 4.1532 1.4554
C 1.0899 4.3292 2.3044
C 1.2889 3.8962 3.7904
C 0.0249 4.2272 4.5904
C -0.1581 5.7192 4.9184
C -1.3341 6.1062 5.8924
H 2.2049 4.5992 0.4704
H 2.5959 3.1432 1.5374
H 3.0899 5.0192 2.0394
H 0.3569 3.6372 1.8364
H 0.7259 5.1942 2.0774
H 2.3239 4.1652 4.2744
H 1.5339 2.7482 3.8104
H -0.0081 3.7652 5.5764
H -0.9441 3.7772 4.1824
H -0.0091 6.3882 4.2054
H 0.6659 6.1892 5.4974
H -1.2271 5.4472 6.8944
H -2.1051 5.6902 5.3274
H -1.4311 7.2632 6.0324
C -2.9951 -6.2308 -2.7036
C -1.4721 -6.2898 -2.6836
C -0.7431 -5.0228 -2.7096
C 0.8049 -5.1628 -2.9686
C 1.3659 -3.7058 -3.1916
C 2.9299 -3.8868 -3.4076
H -3.2061 -7.3688 -2.6296
H -3.0501 -5.8208 -3.4576
H -3.2181 -5.6128 -1.8126
H -1.2181 -7.0528 -3.3736
H -1.0241 -6.9438 -1.8816
H -0.8491 -4.5248 -2.0366
H -1.1411 -4.4948 -3.4146
H 1.0339 -5.8878 -3.8976
H 0.9619 -5.7528 -2.0466
H 1.2039 -2.9588 -2.3776
H 0.9439 -3.2608 -4.1046
H 3.5519 -4.1808 -2.5316
H 3.3349 -3.0398 -3.9296
H 3.2039 -4.5348 -4.2386
C 2.4329 1.9622 -2.1046
C 3.6379 2.4052 -2.8406
C 4.8529 1.3522 -2.4646
C 6.2509 1.8072 -3.0836
C 7.4409 1.0532 -2.5716
C 8.7269 1.7262 -3.1246
H 1.6119 2.7792 -2.0066
H 2.8369 2.0452 -1.0966
H 2.0029 0.9512 -2.3846
H 3.9949 3.4652 -2.6246
H 3.6349 2.4002 -4.0386
H 4.6359 0.4032 -2.8636
H 5.0239 1.4062 -1.4096
H 6.5879 3.0252 -3.0596
H 5.8789 1.5472 -4.0576
H 7.3969 -0.0848 -2.9986
H 7.6459 1.2762 -1.6606
H 8.7059 1.7912 -4.1656
H 9.6079 1.2392 -2.8066
H 8.7289 2.7242 -2.5006
C -5.2091 -1.4188 4.2234
C -4.2981 -2.1938 3.2854
C -4.9061 -2.3368 1.8114
C -4.1161 -3.3218 0.9424
C -4.4611 -3.0858 -0.4626
C -5.9871 -3.4598 -0.8706
H -4.7421 -1.2938 5.2914
H -6.0941 -1.9748 4.4334
H -5.4231 -0.5018 3.8374
H -4.0571 -3.1348 3.6084
H -3.4281 -1.6778 3.1424
H -4.8571 -1.4598 1.3714
H -5.9151 -2.7398 2.0144
H -4.6511 -4.2288 1.1174
H -2.9781 -3.4608 1.0014
H -3.8311 -3.6338 -0.9396
H -4.2411 -2.0608 -0.7006
H -6.8171 -2.7678 -0.5506
H -6.2821 -4.4428 -0.6426
H -5.7961 -3.6298 -2.0296
C -1.4041 0.8192 4.1104
C -0.6291 -0.1088 3.0144
C 0.7579 0.2422 2.6204
C 1.2749 -0.8118 1.5664
C 2.6489 -0.3218 1.1274
C 3.3559 -1.4078 0.3874
H -2.3351 0.4662 4.4154
H -1.6251 1.7142 3.8104
H -0.8581 0.8292 4.8664
H -1.2921 -0.0648 2.1934
H -0.6131 -1.1048 3.3554
H 1.2249 0.3792 3.6354
H 0.6589 1.1582 2.1434
H 0.5279 -0.7758 0.6034
H 1.3689 -1.7758 1.8824
H 3.1499 -0.1698 2.0014
H 2.5809 0.5582 0.6064
H 4.1339 -0.9818 -0.2066
H 2.6709 -2.0668 -0.2306
H 3.5849 -2.0698 1.1904
*
```

=====

Record 3
This record from OMol25 describes a 8-piece molecular cluster, C36H86N2O20S6 overall at a distorted geometry. The level of theory is ωB97M-V with the def2-TZVPD basis set.

SMILES: CC1(C)CCCC(C)(C)N1O.CC1(C)CCCC(C)(C)N1O.CCOS(C)(=O)=O.CCOS(C)(=O)=O.CCOS(C)(=O)=O.CCOS(C)(=O)=O.CCOS(C)(=O)=O.CCOS(C)(=O)=O
M: 1059.5 g mol⁻¹
largest force on an atom: 4.09 eV Å⁻¹
HOMO energy: -8.740 eV
electronic energy: -5426.4554 hartree
lowest unoccupied orbital energy: 0.10 eV
frontier orbital gap: 8.84 eV

ORCA input file:
```
! wB97M-V def2-TZVPD RIJCOSX def2/J DEFGRID3
* xyz 0 1
O 1.2135 1.6367 -5.5873
S 2.4192 1.6764 -4.8538
O 3.2221 2.8617 -4.6238
O 2.0023 1.1279 -3.3977
C 3.0491 0.8659 -2.5714
C 2.5262 1.0119 -1.1411
C 3.5185 0.4928 -5.5113
H 3.7954 1.6373 -2.7731
H 3.5062 -0.1218 -2.7323
H 1.8524 0.1834 -0.9164
H 2.0332 1.9714 -1.0314
H 3.3346 0.9373 -0.4097
H 3.7568 0.8237 -6.5148
H 3.0696 -0.4975 -5.4923
H 4.3817 0.3914 -4.8616
O -3.2292 3.7203 -2.8092
S -2.2381 2.9368 -2.1192
O -1.3392 3.6502 -1.2836
O -2.9344 1.7631 -1.3004
C -3.9270 2.2210 -0.3825
C -4.3408 0.9972 0.3626
C -1.3171 2.0100 -3.3075
H -4.7412 2.7180 -0.9110
H -3.4405 2.9789 0.2380
H -5.1158 1.2192 1.0945
H -3.4491 0.5007 0.7546
H -4.8003 0.2647 -0.3081
H -0.6137 1.3770 -2.7698
H -0.6736 2.7463 -3.8099
H -1.9911 1.4532 -3.9384
O 1.6320 -1.9054 0.7576
S 0.4609 -1.4105 1.4671
O -0.1671 -2.0599 2.5829
O 0.9816 0.0269 2.0182
C 0.1628 0.7341 2.8338
C -0.4291 1.9824 2.2152
C -0.8336 -0.9434 0.2777
H 0.8175 0.9913 3.6638
H -0.5616 0.0299 3.2477
H 0.3118 2.7159 1.8897
H -1.0733 2.3704 3.0163
H -1.0882 1.8560 1.3451
H -0.9655 -1.9189 -0.2118
H -0.3994 -0.2588 -0.4622
H -1.6605 -0.4248 0.7601
O -4.4274 -0.7062 3.7269
S -5.0776 -0.8467 5.0352
O -5.9078 -1.9727 5.2702
O -3.9284 -1.0212 6.1737
C -2.8554 -0.1209 6.1104
C -2.5932 0.5624 7.4717
C -5.9702 0.6694 5.4760
H -3.0063 0.5809 5.2724
H -1.9786 -0.6777 5.7695
H -2.4094 -0.1820 8.2661
H -3.3839 1.2361 7.8203
H -1.7117 1.1645 7.2395
H -5.3441 1.3663 6.0468
H -6.8807 0.3757 6.0078
H -6.1985 1.1259 4.5013
O 6.0522 -6.2811 0.9276
S 6.1065 -5.0880 0.1411
O 5.3387 -4.9693 -1.0670
O 5.7618 -3.8192 1.0771
C 4.7139 -2.9822 0.6948
C 4.7397 -1.8402 1.6302
C 7.8342 -4.7466 -0.1782
H 3.7819 -3.5480 0.6871
H 4.9297 -2.7160 -0.3550
H 4.4636 -2.1766 2.6184
H 3.9915 -1.0853 1.3300
H 5.6493 -1.2306 1.5790
H 8.1638 -5.6770 -0.6526
H 8.3047 -4.7397 0.7938
H 8.0158 -3.8504 -0.7785
O 0.7288 -4.9821 -6.0744
S 1.7570 -4.3446 -5.3084
O 2.2036 -2.9957 -5.5429
O 1.2607 -4.3971 -3.7689
C 1.8302 -3.5019 -2.8857
C 0.9874 -2.2630 -2.6856
C 3.1591 -5.3886 -5.2222
H 2.8576 -3.2088 -3.1354
H 1.8049 -4.0181 -1.9226
H -0.0387 -2.4968 -2.3932
H 1.0049 -1.5530 -3.5205
H 1.5395 -1.8007 -1.8804
H 3.8805 -4.9913 -4.5143
H 3.6421 -5.1478 -6.1643
H 2.8661 -6.4254 -5.1091
C 3.4485 6.5885 2.5822
C 3.8528 6.9800 1.1039
C 4.8899 6.0104 0.5704
C 4.3035 4.7007 -0.0369
C 3.3263 5.0988 -1.1228
C 2.2547 5.8519 -0.3788
N 2.7980 7.1300 0.1493
O 1.7712 7.8239 0.8449
C 1.3149 6.3831 -1.4881
C 1.3193 4.9783 0.5412
C 4.5200 8.3250 1.3051
H 2.6964 7.2737 2.9695
H 4.3948 6.6993 3.0927
H 3.1982 5.5342 2.7563
H 5.5269 6.5083 -0.1827
H 5.6090 5.9119 1.4019
H 3.8751 3.9664 0.6583
H 5.1651 4.2160 -0.5011
H 2.8872 4.2832 -1.6924
H 3.8402 5.7739 -1.8107
H 1.8910 7.0849 -2.0939
H 0.8636 5.5772 -2.0705
H 0.5685 6.9430 -0.9399
H 1.7474 4.3116 1.2839
H 0.5380 5.5558 1.0365
H 0.7923 4.4138 -0.2290
H 4.6831 8.8418 0.3591
H 5.3651 8.2463 1.9907
H 3.8049 8.9634 1.8403
H 1.5440 8.5646 0.2681
C -6.1474 -6.0334 -1.5853
C -5.2423 -4.8649 -1.1515
C -5.8976 -3.5266 -1.5346
C -5.2263 -2.3404 -0.9411
C -5.3209 -2.4421 0.5706
C -4.6204 -3.7441 1.0184
N -5.3204 -4.8552 0.3628
O -4.8352 -6.0780 0.8242
C -3.0831 -3.7128 0.9980
C -4.9739 -3.9473 2.4828
C -3.8128 -5.0568 -1.7917
H -6.4106 -6.0919 -2.6466
H -7.0364 -5.8066 -1.0031
H -5.6463 -6.9535 -1.3065
H -5.9337 -3.4356 -2.6273
H -6.8828 -3.5086 -1.0907
H -5.7095 -1.4345 -1.3102
H -4.1641 -2.3207 -1.2083
H -6.3503 -2.4939 0.9104
H -4.8444 -1.6369 1.1248
H -2.7668 -4.7124 1.3222
H -2.6401 -3.4080 0.0567
H -2.7510 -3.2164 1.9000
H -4.6966 -3.0019 2.9588
H -6.0471 -4.0423 2.6965
H -4.5047 -4.7797 3.0181
H -3.9743 -5.4653 -2.7821
H -3.2225 -5.9035 -1.4302
H -3.2130 -4.1742 -1.6583
H -3.8911 -6.1812 0.6146
*
```